Entry from OMol25: a 13-piece molecular cluster, C25H80N22O13 overall in a non-equilibrium geometry (ωB97M-V with the def2-TZVPD basis set).

Output
ΔE to the lowest compared entry with this formula, charge and spin = 33.6 kJ/mol
multiplicity = 1
molar mass = 897.06 g mol⁻¹

Each atom is followed by the atoms it is bonded to, with distances in Å.
Element x y z (Å)
1 C 3.427 -2.020 -5.083  C2 1.523, H7 1.092, H8 1.093, H9 1.090
2 C 3.918 -2.436 -3.703  C1 1.523, C3 1.499, N6 1.477, H10 1.103
3 C 3.937 -1.345 -2.675  C2 1.499, O4 1.424, H11 1.108, H12 1.094
4 O 4.646 -1.854 -1.550  C3 1.424, C5 1.410
5 C 4.550 -1.078 -0.377  O4 1.410, H13 1.087, H14 1.096, H15 1.092
6 N 3.158 -3.621 -3.254  C2 1.477, H16 1.023, H17 1.018
7 H 4.156 -1.373 -5.576  C1 1.092
8 H 2.487 -1.465 -5.020  C1 1.093
9 H 3.304 -2.878 -5.743  C1 1.090
10 H 4.948 -2.792 -3.869  C2 1.103
11 H 2.866 -1.112 -2.519  C3 1.108
12 H 4.402 -0.394 -2.954  C3 1.094
13 H 3.573 -0.624 -0.229  C5 1.087
14 H 5.359 -0.339 -0.398  C5 1.096
15 H 4.768 -1.744 0.460  C5 1.092
16 H 3.520 -3.896 -2.338  N6 1.023
17 H 3.486 -4.425 -3.785  N6 1.018
18 C 0.798 6.377 2.292  C19 1.527, H24 1.089, H25 1.095, H26 1.098
19 C -0.664 6.257 1.870  C18 1.527, C20 1.541, N23 1.451, H27 1.092
20 C -0.780 5.392 0.599  C19 1.541, O21 1.378, H28 1.098, H29 1.100
21 O -0.270 4.119 0.729  C20 1.378, C22 1.411
22 C -0.719 3.059 -0.087  O21 1.411, H30 1.092, H31 1.092, H32 1.088
23 N -1.392 5.780 3.031  C19 1.451, H33 1.015, H34 1.012
24 H 0.884 6.886 3.251  C18 1.089
25 H 1.430 6.842 1.528  C18 1.095
26 H 1.303 5.410 2.418  C18 1.098
27 H -0.992 7.282 1.681  C19 1.092
28 H -0.326 5.947 -0.233  C20 1.098
29 H -1.858 5.408 0.384  C20 1.100
30 H -1.761 2.789 0.098  C22 1.092
31 H -0.220 2.174 0.314  C22 1.092
32 H -0.468 3.180 -1.140  C22 1.088
33 H -1.066 4.885 3.382  N23 1.015
34 H -2.393 5.680 2.921  N23 1.012
35 C -4.248 -6.440 -2.389  C36 1.547, H41 1.090, H42 1.096, H43 1.100
36 C -2.863 -6.095 -2.987  C35 1.547, C37 1.511, N40 1.481, H44 1.086
37 C -2.254 -5.094 -2.033  C36 1.511, O38 1.392, H45 1.108, H46 1.100
38 O -0.945 -4.757 -2.366  C37 1.392, C39 1.425
39 C -0.514 -3.497 -1.856  O38 1.425, H47 1.088, H48 1.094, H49 1.090
40 N -2.059 -7.337 -2.937  C36 1.481, H50 1.011, H51 1.012
41 H -4.238 -7.168 -1.578  C35 1.090
42 H -4.871 -6.884 -3.173  C35 1.096
43 H -4.819 -5.606 -1.957  C35 1.100
44 H -2.923 -5.766 -4.020  C36 1.086
45 H -2.321 -5.520 -1.012  C37 1.108
46 H -2.870 -4.191 -1.904  C37 1.100
47 H 0.358 -3.218 -2.444  C39 1.088
48 H -0.211 -3.627 -0.813  C39 1.094
49 H -1.303 -2.767 -2.035  C39 1.090
50 H -2.058 -7.717 -2.000  N40 1.011
51 H -2.462 -8.028 -3.558  N40 1.012
52 C 4.992 -1.123 5.601  C53 1.514, H58 1.092, H59 1.089, H60 1.094
53 C 5.901 -1.200 4.394  C52 1.514, C54 1.534, N57 1.472, H61 1.090
54 C 5.666 0.006 3.475  C53 1.534, O55 1.428, H62 1.096, H63 1.094
55 O 4.354 -0.114 2.925  C54 1.428, C56 1.405
56 C 3.990 1.004 2.155  O55 1.405, H64 1.095, H65 1.098, H66 1.090
57 N 7.304 -1.169 4.839  C53 1.472, H67 1.020, H68 1.021
58 H 5.208 -1.946 6.286  C52 1.092
59 H 3.948 -1.104 5.294  C52 1.089
60 H 5.162 -0.231 6.212  C52 1.094
61 H 5.763 -2.119 3.823  C53 1.090
62 H 6.381 -0.060 2.647  C54 1.096
63 H 5.730 0.944 4.034  C54 1.094
64 H 4.711 1.290 1.383  C56 1.095
65 H 3.887 1.882 2.808  C56 1.098
66 H 3.039 0.824 1.653  C56 1.090
67 H 7.437 -0.488 5.587  N57 1.020
68 H 7.905 -0.723 4.144  N57 1.021
69 C -0.816 2.335 4.368  O70 1.230, N71 1.374, N72 1.364
70 O -1.127 3.409 4.879  C69 1.230
71 N -0.645 1.180 5.092  C69 1.374, H73 1.003, H74 1.006
72 N -0.408 2.286 3.067  C69 1.364, H75 1.010, H76 1.012
73 H -0.759 1.234 6.088  N71 1.003
74 H -0.168 0.384 4.704  N71 1.006
75 H -0.052 1.421 2.687  N72 1.010
76 H -0.819 3.039 2.531  N72 1.012
77 C -5.033 2.787 1.074  O78 1.225, N79 1.371, N80 1.358
78 O -5.177 3.168 -0.082  C77 1.225
79 N -4.781 3.682 2.080  C77 1.371, H81 1.003, H82 1.002
80 N -5.002 1.480 1.442  C77 1.358, H83 1.012, H84 1.004
81 H -4.682 3.420 3.043  N79 1.003
82 H -4.868 4.646 1.821  N79 1.002
83 H -4.985 0.699 0.798  N80 1.012
84 H -4.861 1.254 2.410  N80 1.004
85 C -2.713 1.852 -4.838  O86 1.238, N87 1.361, N88 1.363
86 O -2.430 0.737 -5.294  C85 1.238
87 N -2.592 2.117 -3.508  C85 1.361, H89 1.002, H90 1.007
88 N -3.074 2.894 -5.639  C85 1.363, H91 1.003, H92 1.000
89 H -2.625 3.042 -3.124  N87 1.002
90 H -2.489 1.309 -2.916  N87 1.007
91 H -3.077 2.663 -6.615  N88 1.003
92 H -3.186 3.825 -5.292  N88 1.000
93 C -3.968 -1.247 3.222  O94 1.226, N95 1.368, N96 1.362
94 O -3.051 -1.768 2.597  C93 1.226
95 N -3.716 -0.518 4.352  C93 1.368, H97 1.007, H98 1.004
96 N -5.273 -1.285 2.835  C93 1.362, H99 1.008, H100 1.004
97 H -2.777 -0.219 4.560  N95 1.007
98 H -4.446 -0.129 4.922  N95 1.004
99 H -5.542 -1.640 1.930  N96 1.008
100 H -6.038 -0.811 3.281  N96 1.004
101 C -0.853 -0.166 -0.849  O102 1.229, N103 1.373, N104 1.362
102 O -1.075 0.105 -2.027  C101 1.229
103 N -1.792 -0.195 0.152  C101 1.373, H105 1.005, H106 1.001
104 N 0.342 -0.560 -0.326  C101 1.362, H107 1.006, H108 1.004
105 H -1.444 -0.415 1.070  N103 1.005
106 H -2.728 0.000 -0.145  N103 1.001
107 H 1.132 -0.450 -0.939  N104 1.006
108 H 0.461 -1.005 0.565  N104 1.004
109 C 1.366 0.869 -5.205  O110 1.237, N111 1.367, N112 1.369
110 O 2.590 0.864 -5.385  C109 1.237
111 N 0.480 0.498 -6.178  C109 1.367, H113 1.002, H114 1.012
112 N 0.777 1.404 -4.091  C109 1.369, H115 1.016, H116 1.012
113 H 0.862 0.178 -7.047  N111 1.002
114 H -0.515 0.666 -6.093  N111 1.012
115 H 1.424 1.504 -3.313  N112 1.016
116 H -0.107 1.000 -3.809  N112 1.012
117 C 2.719 2.718 -1.239  O118 1.231, N119 1.363, N120 1.380
118 O 1.839 1.899 -1.498  C117 1.231
119 N 2.637 3.575 -0.181  C117 1.363, H121 1.011, H122 1.000
120 N 3.966 2.585 -1.815  C117 1.380, H123 1.005, H124 1.000
121 H 1.797 3.449 0.367  N119 1.011
122 H 3.395 4.106 0.198  N119 1.000
123 H 4.030 1.785 -2.420  N120 1.005
124 H 4.733 3.192 -1.606  N120 1.000
125 C 0.801 -1.608 3.081  O126 1.237, N127 1.371, N128 1.358
126 O 0.309 -0.602 2.557  C125 1.237
127 N -0.036 -2.589 3.548  C125 1.371, H129 1.003, H130 1.011
128 N 2.116 -1.843 3.324  C125 1.358, H131 1.017, H132 1.003
129 H 0.291 -3.464 3.913  N127 1.003
130 H -1.026 -2.492 3.368  N127 1.011
131 H 2.858 -1.209 3.040  N128 1.017
132 H 2.353 -2.750 3.684  N128 1.003
133 C -5.134 -1.562 -1.238  O134 1.228, N135 1.371, N136 1.376
134 O -5.245 -0.927 -0.193  C133 1.228
135 N -4.240 -1.258 -2.231  C133 1.371, H137 1.011, H138 1.005
136 N -5.894 -2.675 -1.519  C133 1.376, H139 1.002, H140 1.004
137 H -3.824 -0.337 -2.213  N135 1.011
138 H -4.348 -1.695 -3.129  N135 1.005
139 H -6.041 -2.991 -2.459  N136 1.002
140 H -6.578 -2.887 -0.815  N136 1.004

Atomic partial charges in e from the Mulliken method, atoms 1 to 99: -1.288 0.340 0.340 -0.445 -0.162 -0.581 0.392 -0.047 0.447 0.266 -0.395 0.180 -0.028 0.256 0.168 0.245 0.246 -1.428 0.234 -0.715 0.588 -1.370 -0.549 0.396 0.406 0.174 0.435 0.363 0.295 0.523 0.053 0.475 0.086 0.228 -1.242 0.389 -0.341 -0.424 -0.137 -0.676 0.354 0.370 0.197 0.431 0.205 -0.091 0.103 0.199 0.128 0.244 0.238 -1.305 0.656 -0.901 -0.297 -0.913 -0.749 0.394 0.252 0.343 0.216 0.330 0.290 0.430 0.534 -0.167 0.301 0.261 0.498 -0.749 -0.325 0.177 0.214 0.058 0.070 -0.276 0.729 -0.683 -0.393 -0.027 0.151 0.213 0.127 0.055 0.762 -0.781 -0.123 -0.434 0.126 -0.082 0.251 0.152 0.465 -0.534 -0.325 -0.383 0.181 0.205 0.172